(1)
The following is a quantum chemistry calculation of a 2-piece molecular cluster, C36H39I3N2O5 overall at a distorted geometry, from the Open Molecules 2025 dataset.

Structure (XYZ):
```
85
Properties=species:S:1:pos:R:3:forces:R:3:mulliken_charge:R:1
C -0.51494 -0.43376 4.15297 -0.782 -0.250 -0.408 -1.072
C -1.02905 -1.19917 2.85615 0.721 0.093 0.570 -0.221
C 0.03509 -1.18696 1.70049 -0.099 -0.614 0.204 -0.800
C -0.47550 -1.82578 0.34797 -0.174 1.931 0.255 -0.394
C -1.43765 -0.77392 -0.33930 0.279 -0.554 -1.094 -0.386
C -2.50004 -1.44215 -1.33756 0.253 1.640 -0.403 -1.490
C -2.67019 -0.41122 -2.51985 -0.453 0.305 -0.469 0.196
C -3.42620 0.81934 -2.17767 1.028 -0.697 -2.320 0.157
O -3.90888 0.97856 -0.88383 -0.034 -0.080 -0.765 -0.558
C -3.63229 1.86303 -3.17157 0.819 -0.973 -0.878 0.391
C -4.36507 3.21775 -2.95818 -0.997 -0.961 -0.703 -1.163
I -2.84745 4.70887 -2.51867 -0.349 -0.339 0.019 0.131
C -5.55670 3.17161 -1.93676 0.957 -0.566 0.700 -0.212
C -6.60434 2.03137 -2.20392 -0.774 0.545 0.807 -1.079
I -6.51553 5.14362 -1.82692 0.142 -0.799 -0.081 0.058
C -3.05871 1.62655 -4.49435 0.437 -1.859 0.787 -0.077
C -2.29585 0.40681 -4.83943 -1.341 0.824 1.744 0.729
C -2.08855 -0.64172 -3.84711 -1.034 1.314 -0.234 0.064
C -1.25490 -1.91841 -4.19822 1.001 1.696 1.210 -0.950
I -2.41404 -3.35505 -5.33933 0.325 0.381 0.471 0.088
C 0.13194 -1.53344 -4.89446 -0.251 -0.829 -0.623 -0.337
C 1.35710 -2.21862 -4.19337 0.343 0.999 -0.368 -1.279
C -1.82057 0.56249 -6.31750 -0.452 0.897 1.770 0.095
O -1.34471 -0.20724 -7.10072 -0.029 0.221 0.444 -0.558
N -2.04187 1.94726 -6.54812 -0.834 0.526 -1.750 0.255
C -1.72802 2.52214 -7.86277 1.323 -0.146 -0.326 -1.075
N -2.38276 1.84191 -9.00504 0.674 1.213 0.236 -0.303
C -1.50626 2.08923 -10.18428 -0.038 0.099 -0.496 -0.825
C -3.06475 2.53050 -5.76228 1.075 -1.355 1.262 0.396
O -3.70335 3.50651 -6.05730 0.198 -0.362 0.229 -0.604
H -1.02856 -0.89233 5.04325 0.583 0.616 -0.718 0.328
H 0.59082 -0.51963 4.28927 -0.897 0.137 -0.111 0.236
H -0.83490 0.64250 4.07890 0.596 -0.961 0.224 0.294
H -1.23199 -2.25480 3.16810 0.029 0.738 -0.506 0.259
H -1.99376 -0.71919 2.54941 0.769 -0.554 0.065 0.153
H 0.93951 -1.78266 2.01038 -0.809 0.662 0.023 0.409
H 0.37944 -0.12185 1.55441 -0.329 -1.048 -0.143 0.289
H 0.42796 -1.90848 -0.31804 -0.990 -0.483 0.543 0.159
H -1.01438 -2.79381 0.49015 0.691 0.627 0.035 0.401
H -0.78759 -0.13888 -1.00968 -0.596 -0.462 0.821 0.339
H -1.93670 -0.06548 0.36300 0.344 -0.796 -0.416 0.344
H -2.13810 -2.43781 -1.68341 -0.445 0.820 0.232 0.580
H -3.51510 -1.54527 -0.88010 0.927 -0.270 -0.106 0.354
H -4.58366 0.30347 -0.69276 0.383 0.196 -0.119 0.387
H -4.79689 3.50330 -3.95891 0.683 -0.076 1.000 0.713
H -5.14345 3.01227 -0.90537 -0.395 0.393 -1.094 0.534
H -7.07253 1.79161 -1.20434 0.426 0.246 -0.984 0.311
H -6.16427 1.07323 -2.57415 -0.214 0.967 -0.031 0.285
H -7.46226 2.39769 -2.83356 1.077 -0.578 0.270 0.397
H -0.95764 -2.36717 -3.21024 -0.604 0.014 -1.199 0.434
H 0.10865 -1.87638 -5.96185 -0.034 0.380 0.975 0.331
H 0.24150 -0.41480 -4.95062 0.014 -1.142 0.354 0.301
H 1.30963 -3.33603 -4.16912 -0.224 0.976 0.132 0.298
H 2.26949 -1.94742 -4.79520 -0.775 -0.322 0.591 0.409
H 1.52085 -1.76850 -3.17594 -0.216 -0.722 -0.761 0.269
H -0.61790 2.37990 -8.00877 -1.082 0.033 0.250 0.411
H -1.87921 3.63699 -7.84791 -0.168 -1.055 0.268 0.456
H -3.26468 2.34628 -9.13827 0.241 -0.396 -0.228 0.258
H -1.98816 1.66806 -11.10952 0.512 0.474 0.923 0.297
H -0.49796 1.60757 -10.04814 -1.142 0.209 0.002 0.279
H -1.29634 3.19051 -10.33042 -0.269 -0.919 -0.060 0.311
O 2.92555 -0.20240 6.27969 0.099 -0.035 0.033 -0.652
C 3.96427 -0.53407 6.81795 -0.546 0.166 -0.275 0.527
C 4.10375 -1.88237 7.42326 0.060 -0.174 0.096 0.170
C 3.04125 -2.77921 7.35354 -0.090 -0.186 0.021 -0.529
C 3.17552 -4.05473 7.88149 0.069 0.076 -0.008 -0.527
C 4.37178 -4.44080 8.48016 0.005 0.116 -0.030 -0.450
C 5.42688 -3.54459 8.56707 -0.062 -0.209 0.056 -0.599
C 5.29460 -2.26130 8.04481 -0.184 -0.102 -0.062 0.318
C 6.42366 -1.30444 8.15916 0.561 -0.176 0.319 0.549
O 7.44073 -1.61624 8.74800 -0.119 0.037 -0.075 -0.668
C 6.29160 0.03629 7.53640 -0.059 0.172 -0.094 0.196
C 7.35538 0.93158 7.60423 0.105 0.181 -0.049 -0.576
C 7.25480 2.17465 6.99719 -0.077 -0.083 0.004 -0.453
C 6.09132 2.52858 6.31931 -0.015 -0.106 0.051 -0.484
C 5.02363 1.64478 6.26146 0.065 0.202 -0.064 -0.541
C 5.11770 0.39813 6.87386 0.196 0.106 0.011 0.178
H 2.11035 -2.48473 6.88373 0.134 0.121 -0.009 0.545
H 2.34881 -4.75311 7.82240 0.044 0.045 0.000 0.402
H 4.47946 -5.44189 8.88113 -0.004 0.062 -0.013 0.390
H 6.35422 -3.84749 9.03838 -0.014 0.178 -0.048 0.466
H 8.26440 0.65847 8.12660 -0.130 -0.131 -0.012 0.464
H 8.08556 2.86884 7.04775 -0.045 -0.045 0.000 0.397
H 6.01772 3.49657 5.83744 -0.006 -0.057 0.030 0.400
H 4.11927 1.92644 5.73537 -0.006 -0.160 0.095 0.471
```
Forces are in eV/Å.

Output
Total energy, Eh: -2773.97139
M, g/mol: 960.43
Charge: 0
HOMO level, eV: -8.800
Gap between HOMO and LUMO, eV: 7.745
SMILES: CCCCCCc1c(O)c([C@H](I)[C@H](C)I)c2c(c1[C@@H](I)CC)C(=O)N(CNC)C2=O.O=C1c2ccccc2C(=O)c2ccccc21
Largest force on an atom, eV/A: 2.6
Multiplicity: 1

---

(2)
The following is a quantum chemistry calculation of C14H24BBr6Cr2N4O20S as an isolated structure at a distorted geometry, from the Open Molecules 2025 dataset.

Structure (XYZ):
```
72
Properties=species:S:1:pos:R:3:forces:R:3:mulliken_charge:R:1
Cr 3.10544 -2.62752 3.10132 -2.502 1.454 -0.588 1.387
Cr -2.93372 -2.60213 3.09098 1.896 0.973 -0.084 1.159
O 1.95777 -2.19470 -1.92290 -2.747 2.314 3.574 -0.551
C 1.34624 -1.59304 -0.99397 3.576 -1.668 -3.208 0.412
O 0.39542 -0.72019 -1.02374 -1.062 -0.187 -0.037 -0.364
B -0.12611 -0.49240 0.36876 0.459 1.271 -1.898 0.549
O 1.00137 -0.89156 1.22041 0.955 -0.705 -0.781 0.454
C 1.80397 -1.63191 0.47254 -0.657 -0.538 1.983 0.612
O 2.68934 -2.34289 0.96311 0.116 0.262 0.526 -0.529
O -1.28072 -1.29309 0.61733 -0.708 -2.395 0.121 -1.028
C -2.22143 -0.60673 1.14232 2.170 0.176 -0.708 0.821
O -3.16935 -1.08033 1.68251 -3.040 -2.125 2.361 -0.917
C -1.81617 0.81657 1.12839 -2.488 3.599 1.905 0.791
O -0.68670 0.83624 0.51152 2.125 1.302 -0.103 0.154
O -2.43599 1.74105 1.67037 1.716 -2.486 -1.678 -0.561
S -0.05583 -2.10002 4.28317 -2.577 7.611 5.461 1.054
O -0.96671 -2.61796 3.25127 -2.844 -2.843 -3.230 -0.678
O -0.59543 -2.30199 5.61185 0.725 -4.431 0.333 -0.651
O 1.32504 -2.49835 3.96894 2.944 -2.203 -0.935 -0.690
O -0.19592 -0.65029 4.28653 1.503 0.625 -3.283 -0.489
Br 2.51359 1.08808 -5.15332 -0.746 0.385 0.534 -0.161
C 1.37653 1.76267 -3.62860 0.696 -0.599 -0.679 -0.270
C 2.37012 2.47971 -2.74179 -0.981 -0.267 -0.077 -0.594
Br 1.55394 2.59286 -0.93151 0.524 0.061 -0.206 -0.191
H 0.96115 0.86412 -3.17234 -0.003 0.217 -0.108 -0.100
H 0.59665 2.40582 -4.03634 0.136 -0.206 0.050 0.447
H 2.47196 3.50159 -3.10713 0.584 -0.199 0.327 0.397
H 3.27039 1.86971 -2.66750 0.009 0.594 0.226 0.466
Br -7.14101 1.56057 3.55511 1.200 -0.305 -1.184 -0.173
C -5.93239 1.63611 1.90199 -0.383 0.339 -0.050 -0.376
C -6.79214 2.30505 0.86099 0.526 -0.165 -0.881 -0.638
Br -5.73991 2.60042 -0.83584 -0.104 -0.006 0.790 -0.184
H -5.66913 0.67210 1.46671 -0.209 -0.377 0.805 0.236
H -4.99647 2.14328 2.13640 -0.389 0.198 0.339 0.320
H -7.19595 3.27398 1.15462 -0.075 -0.324 -0.186 0.464
H -7.49364 1.56025 0.48514 -0.451 0.614 0.358 0.357
Br -1.58964 -4.56449 -5.76078 0.540 0.211 1.322 -0.173
C -0.53772 -3.56657 -4.35121 -0.189 1.252 -1.772 -0.420
C -0.29495 -2.14528 -4.98298 0.620 -1.410 1.119 -0.091
Br 0.99940 -2.22826 -6.49494 -0.962 0.162 0.852 -0.135
H 0.38331 -4.09716 -4.10981 -0.142 -0.056 -0.388 0.259
H -1.09871 -3.40306 -3.43108 -0.436 -0.355 -0.255 0.328
H 0.16650 -1.58004 -4.17325 0.329 0.283 -0.301 -0.338
H -1.24747 -1.67025 -5.21783 0.298 -0.123 -0.573 0.558
C 4.20063 -4.36274 -1.86162 0.818 0.008 0.898 -0.580
N 2.98877 -5.20087 -2.12798 -0.147 0.453 0.580 0.959
O 2.40675 -5.80700 -1.20130 1.200 1.199 -1.743 -0.585
O 2.66779 -5.14065 -3.29178 -0.905 -0.827 0.277 -0.493
H 4.65259 -4.01148 -2.78922 -0.404 -0.407 -0.039 0.307
H 4.91914 -4.95798 -1.29811 -0.137 -0.074 -0.012 0.319
H 3.94095 -3.47755 -1.28100 -0.397 -0.315 0.033 0.029
C 0.47362 2.47666 3.31904 1.455 0.287 -1.846 -0.351
N -0.64515 2.68693 4.24684 0.763 1.872 0.392 1.017
O -1.12787 3.81198 4.40959 0.281 -1.235 -0.677 -0.619
O -0.82580 1.72601 4.92848 -1.229 -0.512 0.872 -0.483
H 1.39893 2.46104 3.89494 -0.353 -0.310 0.384 0.347
H 0.67768 3.22751 2.55571 -0.860 0.613 0.320 0.345
H 0.37364 1.55414 2.74714 -0.242 -0.205 0.726 -0.291
C 4.87345 1.16471 2.28712 -1.338 -0.567 -0.591 -0.727
N 3.80482 0.79869 3.34449 1.726 0.607 -0.763 0.618
O 3.66270 1.47854 4.29376 0.055 1.220 0.891 -0.405
O 3.16531 -0.22503 3.17791 -0.308 -2.033 -0.678 -0.151
H 5.04977 2.23948 2.24359 0.227 -0.294 0.661 0.319
H 4.42179 0.87839 1.33731 -0.122 0.012 0.034 0.235
H 5.71937 0.48952 2.41612 0.096 0.466 0.453 0.308
C -1.98574 3.72658 -1.10049 1.600 -0.331 1.130 -0.380
N -2.36629 3.11315 -2.36125 -0.542 -2.584 -2.732 0.950
O -1.88929 1.98331 -2.72748 -0.246 2.551 1.924 -0.529
O -3.19656 3.64986 -3.05541 0.128 0.618 0.496 -0.492
H -2.18306 2.98430 -0.32708 -0.454 0.367 0.027 0.018
H -2.35479 4.73040 -0.89014 -0.651 -0.470 -0.503 0.290
H -0.89784 3.79237 -1.08478 0.035 -0.042 -0.304 0.099
```
Forces are in eV/Å.

Output
Total energy, Eh: -20227.17289
M, g/mol: 1194.65
Charge: +1
HOMO level (spin up / spin down), eV: -11.128 / -11.128
Gap between HOMO and LUMO (spin up / spin down), eV: 4.742 / 5.553
Largest force on an atom, eV/A: 9.7
Multiplicity: 9

---

(3)
The following is a quantum chemistry calculation of a 6-piece molecular cluster, C5H20NO7 overall at a distorted geometry, from the Open Molecules 2025 dataset.

Structure (XYZ):
```
33
Properties=species:S:1:pos:R:3:forces:R:3:mulliken_charge:R:1
O -0.57988 -0.02037 1.77553 -0.481 -2.293 -1.077 -0.922
C 0.54072 -0.25503 2.30957 2.475 0.455 0.726 0.719
O 0.84889 0.30323 3.37931 0.499 -1.171 -0.698 -0.721
C 1.70029 -1.10940 1.44144 -4.800 1.155 1.237 -0.681
C 2.35206 -0.19242 0.47372 1.761 0.202 -0.569 -0.875
C 1.50400 0.06356 -0.87198 0.635 -5.418 1.547 0.925
C 2.20507 0.94810 -1.94011 -8.023 -1.912 -2.290 -0.539
N 1.13491 1.97137 -2.43382 1.689 -4.085 -0.325 -0.555
H 2.16325 -1.70882 2.17757 1.549 -0.050 0.600 0.442
H 1.10928 -1.80857 0.87841 -0.352 -0.653 -0.444 0.231
H 2.38164 0.79144 0.85756 0.468 1.177 1.051 0.448
H 3.45796 -0.56992 0.51606 -1.625 0.890 -1.475 0.208
H 0.40733 0.07728 -0.51866 1.685 1.354 -0.758 -0.661
H 1.40706 -1.09986 -1.21701 0.430 2.520 -0.124 -0.052
H 2.23028 0.24469 -2.80285 1.423 0.783 0.540 0.221
H 2.99380 1.43430 -1.59600 3.857 1.666 1.274 0.461
H 1.47233 2.85265 -2.53997 0.948 2.949 -0.053 0.200
H 0.31476 1.89492 -1.90725 -1.198 0.436 0.905 0.332
H -2.03542 -2.22643 0.32100 -1.201 -0.989 1.233 0.242
H -0.98334 -1.03583 0.77624 -0.901 -0.358 -0.140 0.195
O -1.37915 -1.64233 0.02600 1.638 1.572 -1.004 -0.572
H -0.42054 2.03573 1.11111 0.347 0.043 -0.223 0.348
H -0.86912 1.39014 2.46583 -0.267 3.203 -2.283 0.434
O -0.93278 2.30134 1.86548 -0.474 -1.007 2.847 -0.732
H -2.09650 2.52506 -0.27109 -1.188 0.687 1.594 0.296
H -1.26743 1.21313 -0.34705 -0.738 0.921 -0.069 0.278
O -1.48664 2.06199 -0.79204 1.743 -1.872 -1.807 -0.719
H -1.71140 -3.24177 -1.54655 -0.687 -0.054 -0.290 0.298
H -0.34081 -2.97477 -1.21822 -0.205 -0.707 -0.398 0.428
O -0.86551 -3.64823 -1.71197 0.935 0.487 0.384 -0.691
H -2.92279 -0.96665 -1.62510 0.655 -2.580 3.981 0.301
H -2.32875 -0.11668 -2.50771 -0.164 0.636 -0.698 0.344
O -3.19478 -0.51043 -2.34798 -0.435 2.011 -3.193 -0.633
```
Forces are in eV/Å.

Output
Total energy, Eh: -783.92307
M, g/mol: 206.22
Charge: -1
HOMO level, eV: -5.713
Gap between HOMO and LUMO, eV: 8.884
Largest force on an atom, eV/A: 8.6
Multiplicity: 1

---

Question: Which formula does entry 3 have?
Answer: C5H20NO7